(1)
10
Properties=species:S:1:pos:R:3:lowdin_charge:R:1 method="wB97M-V/def2-TZVPD" homo_lumo_gap_ev=9.7 smiles="Nc1noc(=O)[nH]1" charge=0 e_homo_ev=-9.337 spin_multiplicity=1 lumo_ev=0.37
N -1.8252 -0.0006 0.0028 0.15
C -0.4786 -0.2193 0.1396 -0.46
N 0.0109 -1.2881 0.6767 0.12
O 1.4074 -1.0767 0.6948 0.04
C 1.7294 0.1075 0.1175 -0.53
O 2.8409 0.5365 -0.0324 0.11
N 0.4934 0.6796 -0.2107 0.20
H -2.1384 0.6000 -0.7450 0.10
H -2.3571 -0.8576 0.0802 0.11
H 0.3576 1.5447 -0.7094 0.17

---

(2)
19
Properties=species:S:1:pos:R:3:lowdin_spin:R:1 method="wB97M-V/def2-TZVPD" homo_lumo_gap_ev="2.6 / 8.1" s2=0.750 charge=-1 e_homo_ev="1.229 / -4.359" spin_multiplicity=2 lumo_ev="3.83 / 3.77"
C -1.3999 -0.2076 2.0956 0.09
C -0.5874 -0.1637 0.8433 0.06
C -0.4580 -1.2292 0.0644 0.18
N 0.2439 -1.3175 -1.1755 0.05
N 0.0565 1.0889 0.5566 0.04
H -0.8111 -0.1877 3.0158 0.02
H -2.0704 0.6536 2.1201 0.01
H -2.0227 -1.1056 2.0845 0.02
H -1.1024 -2.0738 0.2855 0.03
H 0.0398 -0.4789 -1.7268 0.01
H -0.2068 -2.0564 -1.7070 0.04
H 0.9966 0.8663 0.2269 0.02
H 0.2198 1.5592 1.4393 0.03
H 2.1538 -0.9030 -0.1824 0.04
H 3.5685 -0.3985 0.1424 0.07
O 2.6447 -0.1002 0.0686 0.24
H -0.5350 1.5809 -1.2933 0.01
H -1.7833 2.1200 -1.9879 0.01
O -1.0120 1.5675 -2.1458 0.03

---

(3)
173
Properties=species:S:1:pos:R:3:lowdin_charge:R:1 method="wB97M-V/def2-TZVPD" homo_lumo_gap_ev=9.4 charge=0 e_homo_ev=-8.944 spin_multiplicity=1 lumo_ev=0.41
C 7.1329 2.2434 -0.5901 -0.04
C 6.2715 3.5173 -0.5272 -0.41
C 4.8449 3.0898 -0.7145 -0.25
O 4.6382 2.4322 -1.9686 -0.17
C 3.2312 2.1533 -2.0295 -0.10
N 6.3452 4.0626 0.8615 0.03
H 8.2258 2.5449 -0.4543 0.10
H 6.9635 1.5781 -1.3873 0.06
H 6.8662 1.7363 0.3231 0.06
H 6.4718 4.3306 -1.2830 0.15
H 4.1874 3.9847 -0.6248 0.14
H 4.5939 2.3324 0.0761 0.10
H 2.9997 1.7301 -2.9848 0.07
H 2.6567 3.0844 -1.9869 0.08
H 2.8887 1.5076 -1.1761 0.08
H 6.0164 5.0190 0.8897 0.08
H 7.3098 3.9719 1.2293 0.09
C -3.2699 -5.6965 0.3088 -0.05
C -2.9636 -5.9376 -1.1725 -0.38
C -4.0623 -5.3436 -2.0836 -0.23
O -3.7149 -5.5525 -3.4364 -0.20
C -4.6189 -4.8573 -4.2874 -0.09
N -1.6322 -5.3405 -1.5338 0.05
H -2.4732 -5.9118 0.9884 0.06
H -4.2027 -6.1384 0.5730 0.07
H -3.4622 -4.6426 0.4778 0.05
H -2.9304 -6.9855 -1.3934 0.12
H -4.2611 -4.2894 -1.8570 0.09
H -5.0665 -5.8148 -1.8925 0.14
H -4.1995 -5.0224 -5.2710 0.08
H -4.5852 -3.7474 -3.9707 0.10
H -5.6393 -5.2089 -4.1709 0.08
H -1.4168 -5.3716 -2.5240 0.06
H -1.6540 -4.3218 -1.3193 0.06
C -0.0783 -1.9722 -1.2887 -0.06
C -0.7693 -1.2366 -0.1693 -0.43
C 0.1359 -0.8489 0.9874 -0.10
O 1.1152 0.1719 0.5153 -0.23
C 1.7094 1.0607 1.4407 -0.10
N -1.4111 -0.1282 -0.8002 0.06
H -0.6455 -2.1614 -2.1947 0.07
H 0.3037 -2.9194 -0.8904 0.07
H 0.7742 -1.3838 -1.6137 0.06
H -1.5921 -1.8259 0.2490 0.14
H 0.6533 -1.6877 1.4396 0.09
H -0.5697 -0.4299 1.7415 0.11
H 1.8712 0.6144 2.4336 0.09
H 1.0865 2.0037 1.5673 0.10
H 2.6795 1.3918 1.0954 0.04
H -0.6972 0.4104 -1.2449 0.06
H -1.8789 0.4605 -0.0752 0.10
C -0.0517 4.0995 -3.0220 -0.07
C 0.4990 3.2811 -4.2267 -0.43
C 0.2187 1.8006 -3.9142 -0.25
O 0.7811 1.0043 -4.8996 -0.19
C 0.2641 -0.3454 -4.8509 -0.06
N -0.0214 3.7552 -5.4711 0.05
H -1.1380 4.0103 -2.8745 0.07
H 0.0279 5.1759 -3.2174 0.08
H 0.3033 3.8815 -2.0654 0.03
H 1.5619 3.4082 -4.2428 0.12
H -0.9083 1.6541 -3.9379 0.14
H 0.6444 1.5820 -2.9110 0.11
H 0.4182 -0.6664 -3.8562 0.05
H 0.8356 -0.9696 -5.5581 0.09
H -0.8041 -0.3548 -5.1461 0.10
H -0.5733 3.0783 -5.9796 0.07
H 0.7063 4.0255 -6.1323 0.08
C 1.1613 -5.6532 1.9380 -0.10
C 0.6525 -4.2610 2.0794 -0.34
O 1.6678 -3.3993 2.5568 -0.10
H 1.5146 -6.0359 2.9133 0.08
H 2.0971 -5.6686 1.3243 0.09
H 0.4637 -6.3347 1.5035 0.06
H -0.2042 -4.3218 2.8241 0.13
H 0.2619 -3.9799 1.0639 0.11
H 2.1211 -3.0099 1.7878 0.04
C -2.3789 2.8803 3.9290 -0.08
C -2.6355 3.2975 2.5037 -0.36
O -3.1492 2.2883 1.7233 -0.09
H -3.2615 2.6090 4.4688 0.06
H -2.0065 3.8255 4.4126 0.10
H -1.6214 2.0694 4.0337 0.07
H -1.6046 3.5234 2.1826 0.10
H -3.1678 4.2799 2.5194 0.13
H -3.6296 2.6756 0.9403 0.08
C 3.6145 3.4490 4.7920 -0.09
C 3.7053 3.4402 3.3130 -0.37
O 4.4505 2.3430 2.9162 -0.11
H 3.2673 2.5470 5.2393 0.06
H 2.9522 4.2570 5.1282 0.08
H 4.6101 3.6947 5.1811 0.08
H 4.2061 4.3771 2.9547 0.12
H 2.7116 3.3835 2.9189 0.08
H 5.1043 2.5009 2.1766 0.07
C -0.6291 6.3490 0.3050 -0.10
C -1.7701 6.5654 -0.6519 -0.30
O -2.8666 5.6488 -0.4512 -0.08
H -0.0786 5.4208 0.0333 0.06
H -0.8360 6.3715 1.3955 0.08
H 0.1411 7.1553 0.1590 0.09
H -1.4160 6.4221 -1.6417 0.08
H -2.0921 7.6058 -0.5818 0.12
H -2.5451 4.7787 -0.6127 0.03
C -6.1486 4.3074 -0.5341 -0.09
C -5.4086 3.5066 -1.5592 -0.31
O -4.1727 3.1255 -0.9819 -0.10
H -5.5790 5.2280 -0.3516 0.07
H -6.2441 3.8181 0.4590 0.09
H -7.1575 4.5385 -0.8504 0.07
H -5.2659 4.1374 -2.4538 0.12
H -6.0284 2.5980 -1.8539 0.12
H -3.6980 2.5242 -1.5416 0.07
C -4.8805 -0.9729 -0.6096 -0.07
C -4.5438 -1.4092 -1.9952 -0.55
C -4.9917 -0.2370 -2.8833 -0.05
O -3.2448 -1.8468 -2.1663 -0.07
H -5.9850 -0.8448 -0.6159 0.09
H -4.4522 0.0318 -0.3877 0.08
H -4.6025 -1.6630 0.1771 0.07
H -5.1771 -2.3332 -2.2968 0.14
H -5.0392 -0.5005 -3.9391 0.08
H -4.3647 0.6578 -2.7214 0.07
H -6.0006 0.0429 -2.5245 0.08
H -2.6763 -1.0711 -1.9327 0.05
C 5.1669 -2.9463 0.4624 -0.05
C 4.2031 -1.8586 0.8655 -0.45
C 4.9874 -0.5309 0.5962 -0.03
O 2.9431 -2.1028 0.2315 -0.08
H 6.0786 -2.7160 0.9735 0.08
H 5.2615 -2.8805 -0.6116 0.07
H 4.6990 -3.9120 0.7278 0.09
H 3.9756 -1.9507 1.9324 0.13
H 5.9781 -0.8592 0.2072 0.08
H 5.1544 -0.0177 1.5067 0.05
H 4.5698 0.1803 -0.1709 0.07
H 2.4340 -1.2697 0.1443 0.06
C 1.4912 -1.0739 5.1613 -0.05
C 0.0395 -1.4536 4.9198 -0.46
C -0.5895 -2.0503 6.2106 -0.05
O -0.7740 -0.2898 4.6398 -0.09
H 2.0002 -1.0293 4.1724 0.06
H 2.0391 -1.7682 5.7313 0.06
H 1.6051 -0.0763 5.6400 0.09
H -0.0971 -2.1600 4.1317 0.10
H -0.5795 -1.2313 7.0154 0.11
H -0.0782 -2.9980 6.5263 0.09
H -1.5958 -2.3518 6.0459 0.04
H -0.6098 -0.0386 3.7187 0.05
C -3.5167 -2.6320 3.2083 -0.06
C -3.9437 -1.1903 3.1288 -0.48
C -4.1240 -0.6338 4.5207 -0.05
O -2.8694 -0.5604 2.4011 -0.09
H -2.5026 -2.7312 3.7814 0.11
H -3.4225 -3.1301 2.2784 0.03
H -4.2131 -3.3003 3.7652 0.09
H -4.9178 -1.0107 2.5399 0.15
H -4.5230 -1.4708 5.0955 0.08
H -4.7568 0.2568 4.5610 0.08
H -3.1360 -0.3933 4.8312 0.05
H -3.1060 0.3803 2.2826 0.05
C 3.1904 -3.4781 -3.3227 -0.05
C 3.7493 -2.3255 -4.1346 -0.49
C 4.5464 -1.3607 -3.2363 -0.04
O 4.6427 -2.8005 -5.1553 -0.07
H 3.9218 -4.0507 -2.7407 0.09
H 2.6342 -4.1706 -3.9552 0.07
H 2.4294 -3.0589 -2.6459 0.07
H 2.9545 -1.8674 -4.6438 0.09
H 5.5522 -1.9157 -3.1287 0.11
H 4.0378 -1.0694 -2.3355 0.05
H 4.8393 -0.4716 -3.8509 0.09
H 4.1405 -3.4379 -5.7127 0.10

---

(4)
61
Properties=species:S:1:pos:R:3:lowdin_charge:R:1 method="wB97M-V/def2-TZVPD" homo_lumo_gap_ev=8.0 charge=0 e_homo_ev=-8.902 spin_multiplicity=1 lumo_ev=-0.86
O 8.1733 -1.5034 -4.2207 0.21
C 7.0842 -1.6773 -3.8765 -0.30
N 5.8686 -1.8324 -3.7192 0.17
C 5.2069 -0.6269 -3.2937 -0.22
C 4.0694 -0.7773 -2.4078 0.03
C 3.3952 0.3341 -1.9370 -0.20
C 2.2258 0.1856 -0.9730 -0.18
C 0.8335 0.2279 -1.6411 -0.44
S 0.7566 -0.5875 -3.2835 0.97
C -1.0104 -0.4848 -3.6830 -0.65
N -1.8383 -1.4037 -4.0833 0.05
N -3.0255 -0.7460 -4.2294 0.02
C -2.9152 0.5140 -3.9224 -0.13
O -1.5915 0.7425 -3.5658 -0.01
C 3.8245 1.6474 -2.3367 -0.30
N 3.3064 2.8328 -1.9639 -0.22
S 4.1989 3.9738 -2.7234 0.99
N 5.3148 3.0704 -3.5520 -0.21
C 4.9661 1.8207 -3.2318 -0.37
C 5.6386 0.6297 -3.6779 0.04
H 3.7535 -1.7689 -2.0887 0.13
H 2.3603 -0.7354 -0.3968 0.11
H 2.2707 1.0512 -0.2966 0.12
H 0.1453 -0.3202 -0.9792 0.07
H 0.4245 1.2417 -1.7227 0.08
H -3.6744 1.2798 -3.9628 0.13
H 6.5081 0.7424 -4.3252 0.12
C 1.6897 -0.4625 4.3324 -0.09
O 1.1923 -1.8011 4.4343 -0.22
P 0.7677 -2.5240 3.0776 0.33
O 1.7814 -2.4925 2.0191 -0.23
O -0.6065 -1.8445 2.6852 -0.22
C -1.5939 -1.5710 3.6921 -0.08
O 0.3547 -3.9700 3.5752 -0.21
C 1.3944 -4.9571 3.6458 -0.09
H 1.4066 0.0740 5.2359 0.09
H 2.7754 -0.4828 4.2499 0.09
H 1.2690 0.0568 3.4693 0.09
H -1.4756 -0.5407 4.0285 0.09
H -1.5108 -2.2432 4.5449 0.09
H -2.5804 -1.6803 3.2475 0.09
H 1.1087 -5.6959 4.3910 0.09
H 2.3463 -4.5127 3.9350 0.09
H 1.4974 -5.4432 2.6771 0.09
C -6.7414 2.1855 0.7321 -0.09
O -5.4452 1.8114 0.2509 -0.23
P -4.3036 1.5834 1.3418 0.34
O -4.6688 0.6737 2.4274 -0.22
O -3.9020 3.0433 1.8103 -0.21
C -3.7750 4.0907 0.8429 -0.09
O -3.0665 1.1228 0.4599 -0.21
C -2.9584 -0.2849 0.2107 -0.07
H -7.2091 2.8242 -0.0148 0.09
H -7.3482 1.2928 0.8743 0.09
H -6.6766 2.7344 1.6732 0.09
H -4.7140 4.6430 0.7897 0.09
H -3.5242 3.7053 -0.1446 0.09
H -2.9891 4.7660 1.1729 0.09
H -2.4104 -0.4318 -0.7184 0.08
H -3.9405 -0.7476 0.1156 0.10
H -2.4131 -0.7518 1.0293 0.07

---

(5)
14
Properties=species:S:1:pos:R:3:lowdin_charge:R:1 method="wB97M-V/def2-TZVPD" homo_lumo_gap_ev=10.9 smiles=CC1OCCO1 charge=0 e_homo_ev=-9.899 spin_multiplicity=1 lumo_ev=1.03
C -1.5953 -0.2878 0.6305 -0.01
C -0.5982 -0.6902 -0.4498 -0.42
O -0.2365 0.4194 -1.2562 -0.07
C 1.0117 0.9061 -0.7810 -0.15
C 1.3408 -0.0289 0.3909 -0.17
O 0.6007 -1.1936 0.0843 -0.06
H -1.8867 -1.1701 1.2086 0.09
H -2.4744 0.1524 0.1538 0.09
H -1.1925 0.4575 1.3253 0.08
H -1.0241 -1.4648 -1.0947 0.16
H 1.7563 0.8428 -1.5841 0.12
H 0.9173 1.9503 -0.4572 0.12
H 0.9880 0.4014 1.3354 0.11
H 2.3928 -0.2945 0.4942 0.13

---

(6)
72
Properties=species:S:1:pos:R:3:lowdin_spin:R:1 method="wB97M-V/def2-TZVPD" homo_lumo_gap_ev="7.2 / 6.6" s2=0.754 charge=+2 e_homo_ev="-14.164 / -14.123" spin_multiplicity=2 lumo_ev="-6.92 / -7.55"
Ir -0.4512 -0.0734 -0.6383 0.83
S -3.0113 -2.8540 -0.6798 0.00
C -3.2981 -1.3630 -1.4568 0.00
S -2.4877 -0.9168 0.0337 0.01
C -3.7963 -0.7903 -2.5463 0.00
C -4.3166 -1.6059 -3.6052 0.00
N -4.7342 -2.2978 -4.4208 0.00
C -3.6921 0.6338 -2.6857 0.00
N -3.5408 1.7713 -2.7310 0.00
N 1.8792 -1.0137 -2.3767 0.00
P 0.5388 -1.7933 -1.7009 0.00
C 0.1200 -3.1101 -2.8070 0.00
C 0.7728 -4.3420 -2.7209 0.00
C 0.4525 -5.3398 -3.6269 0.00
C -0.5135 -5.1119 -4.6005 0.00
C -1.1662 -3.8873 -4.6815 0.00
C -0.8505 -2.8807 -3.7848 0.00
C 1.0385 -2.3661 -0.0440 0.03
C 2.0113 -1.6387 0.6581 0.03
C 2.2889 -1.9426 1.9868 0.00
C 1.6067 -2.9688 2.6208 0.02
C 0.6511 -3.7079 1.9259 0.00
C 0.3685 -3.4123 0.6053 0.02
C 2.0779 0.3292 -2.1660 0.00
C 3.1479 0.9972 -2.7590 0.00
C 3.3156 2.3387 -2.5110 0.00
C 2.4246 2.9955 -1.6654 0.00
C 1.3974 2.2785 -1.1135 0.00
N 1.2107 0.9614 -1.3548 0.01
H 2.4852 -1.4741 -3.0401 0.00
H 1.5181 -4.5237 -1.9549 0.00
H 0.9534 -6.2970 -3.5725 0.00
H -0.7617 -5.8984 -5.3011 0.00
H -1.9201 -3.7199 -5.4389 0.00
H -1.3560 -1.9227 -3.8431 0.00
H 2.5754 -0.8556 0.1694 0.00
H 3.0545 -1.3860 2.5123 0.00
H 1.8325 -3.2161 3.6500 0.00
H 0.1432 -4.5292 2.4143 0.00
H -0.3469 -4.0146 0.0594 0.00
H 3.8259 0.4529 -3.4021 0.00
H 4.1389 2.8730 -2.9663 0.00
H 2.5234 4.0490 -1.4493 0.00
H 0.6969 2.7288 -0.4298 0.00
C -0.1218 1.6111 4.6804 0.00
C -0.0129 0.2655 3.9959 0.00
N -0.2948 0.4115 2.5676 0.00
C -0.9301 1.4564 1.9937 0.00
N -1.0191 1.4738 0.6642 0.01
C -1.8556 2.5071 0.0310 0.01
C -1.7743 3.8126 0.7960 0.00
C -2.1911 3.5442 2.2253 0.00
N -1.4326 2.4193 2.7759 0.00
C -1.3960 2.2982 4.2368 0.00
H 0.7346 2.2349 4.4188 0.00
H -0.1271 1.4785 5.7612 0.00
H -0.7100 -0.4518 4.4348 0.00
H 0.9935 -0.1388 4.1017 0.00
H 0.1694 -0.2231 1.9358 0.00
H -2.8995 2.1812 -0.0326 0.00
H -1.5258 2.6387 -1.0034 0.01
H -2.4289 4.5604 0.3509 0.00
H -0.7518 4.1995 0.7768 0.00
H -3.2625 3.3273 2.2781 0.00
H -2.0006 4.4102 2.8577 0.00
H -2.2808 1.7576 4.5881 0.00
H -1.4463 3.3071 4.6424 0.00
Cl 2.5599 2.2992 2.1504 0.00
C 2.8773 4.0293 2.4324 0.00
Cl 1.5472 4.8148 3.2816 0.00
H 2.9963 4.5087 1.4688 0.00
H 3.7768 4.1108 3.0287 0.00

---

(7)
19
Properties=species:S:1:pos:R:3:lowdin_charge:R:1 method="wB97M-V/def2-TZVPD" homo_lumo_gap_ev="8.5 / 6.3" charge=0 e_homo_ev="-8.370 / -7.040" spin_multiplicity=1 lumo_ev="0.10 / -0.76"
C -0.3693 -0.8182 -0.0109 -0.41
C 0.1226 0.7127 0.1957 -0.38
C -0.9857 -1.2069 1.3392 -0.46
C -0.1219 1.1956 1.6581 -0.76
C -1.3694 -0.8166 -1.0992 -0.12
C 1.6552 0.7084 -0.1567 -0.04
O -1.2042 3.3925 2.7014 -0.59
S -0.6397 -0.2620 2.6365 0.93
S -1.6111 2.1979 1.8453 0.86
H 0.5566 -1.5715 -0.1265 0.17
H -0.4230 1.4117 -0.4068 0.10
H -1.5444 -2.1274 1.4448 0.07
H 0.7354 1.8137 1.8826 0.07
H -0.9682 -0.6368 -2.1475 0.10
H -2.2275 -0.0879 -0.8716 0.11
H -1.8251 -1.8525 -1.2639 0.10
H 1.9088 1.4845 -0.9054 0.08
H 2.0328 -0.2960 -0.3737 0.06
H 2.0420 1.0975 0.9214 0.11

---

(8)
87
Properties=species:S:1:pos:R:3:lowdin_spin:R:1 method="wB97M-V/def2-TZVPD" homo_lumo_gap_ev="4.9 / 7.3" s2=15.762 charge=0 e_homo_ev="-5.888 / -8.286" spin_multiplicity=8 lumo_ev="-1.03 / -1.00"
Eu 0.1129 -0.4046 0.2589 6.94
O -0.4610 1.5808 3.8576 0.00
C -0.6983 0.7064 3.0536 0.00
O -0.5310 0.8189 1.7661 -0.02
C -1.2533 -0.6257 3.5257 0.00
C -2.0217 -0.6487 4.6628 0.00
C -2.5372 -1.8502 5.1380 0.00
C -2.2581 -3.0431 4.5113 0.00
C -1.4554 -3.0481 3.3845 0.00
C -0.9563 -1.8305 2.8272 0.00
O -0.2360 -1.8300 1.7464 -0.01
N -1.2055 -4.3477 2.7718 0.00
O -1.9368 -5.2667 3.1087 0.00
O -0.2404 -4.5063 2.0427 0.00
N -3.3849 -1.8498 6.3276 0.00
O -3.7272 -0.7707 6.7760 0.00
O -3.7035 -2.9279 6.7977 0.00
H -2.2139 0.2720 5.1952 0.00
H -2.6533 -3.9686 4.9018 0.00
Cl 2.1567 0.0028 -1.6043 0.00
C 2.2219 1.7196 -1.9170 0.01
C 3.4605 2.3065 -2.1007 0.00
C 3.5279 3.6705 -2.3232 0.00
C 2.3667 4.4292 -2.3759 0.00
C 1.1347 3.8227 -2.2032 0.00
C 1.0384 2.4546 -1.9502 0.00
P -0.5848 1.6229 -1.6866 0.01
C -1.5131 2.3243 -3.1042 0.00
C -1.3814 1.6982 -4.3422 0.00
C -2.0141 2.2213 -5.4587 0.00
C -2.7871 3.3676 -5.3455 0.00
C -2.9285 3.9883 -4.1131 0.00
C -2.2967 3.4697 -2.9920 0.00
C -1.3482 2.5245 -0.2859 0.00
C -2.5995 2.0190 0.0787 0.00
C -3.2743 2.5434 1.1658 0.00
C -2.6838 3.5508 1.9172 0.00
C -1.4402 4.0477 1.5639 0.00
C -0.7698 3.5426 0.4600 0.00
H 4.3586 1.7061 -2.0571 0.00
H 4.4938 4.1390 -2.4553 0.00
H 2.4251 5.4949 -2.5533 0.00
H 0.2297 4.4136 -2.2666 0.00
H -0.7771 0.8017 -4.4280 0.00
H -1.9060 1.7336 -6.4191 0.00
H -3.2837 3.7749 -6.2166 0.00
H -3.5329 4.8815 -4.0198 0.00
H -2.4226 3.9531 -2.0321 0.00
H -3.0394 1.2113 -0.5014 0.00
H -4.2456 2.1533 1.4416 0.00
H -3.1862 3.9321 2.7964 0.00
H -0.9743 4.8166 2.1653 0.00
H 0.2112 3.9220 0.2091 0.00
C 2.0254 -3.3564 -0.1713 0.00
N 1.2612 -3.8515 -1.3077 0.00
C 1.6671 -5.1296 -1.8806 0.00
C 0.4358 -5.9259 -2.2678 0.00
C -0.3726 -5.0819 -3.2317 0.00
N -0.6402 -3.7739 -2.6478 0.00
C -1.8175 -3.0789 -3.1395 0.00
C 0.1444 -3.2138 -1.7039 0.00
O -0.1559 -2.0802 -1.2317 0.00
H 2.2512 -4.1821 0.5001 0.00
H 1.4113 -2.6624 0.3844 0.00
H 2.9567 -2.8799 -0.4845 0.00
H 2.2537 -5.6643 -1.1363 0.00
H 2.3060 -4.9621 -2.7541 0.00
H -0.1526 -6.1299 -1.3711 0.00
H 0.7118 -6.8725 -2.7298 0.00
H -1.3287 -5.5560 -3.4545 0.00
H 0.1680 -4.9617 -4.1771 0.00
H -2.6822 -3.7406 -3.0791 0.00
H -1.6795 -2.7751 -4.1804 0.00
H -2.0014 -2.1987 -2.5343 0.00
Se 2.3476 -1.6067 2.7071 0.01
N 2.1270 -0.2794 1.5046 -0.02
C 2.8536 0.7799 1.9484 0.01
C 2.8450 2.0677 1.3861 0.00
C 3.6544 3.0455 1.9262 0.01
C 4.4829 2.7737 3.0269 0.00
C 4.4785 1.5406 3.6345 0.01
C 3.6446 0.5201 3.1266 0.00
N 3.5138 -0.7075 3.6490 0.03
H 2.1677 2.2853 0.5703 0.00
H 3.6409 4.0469 1.5105 0.00
H 5.1192 3.5642 3.4059 0.00
H 5.0879 1.3278 4.5028 0.00

---

| no. | F_max (eV Å⁻¹) |
| --- | --- |
| 1 | 0.66 |
| 2 | 0.98 |
| 3 | 3.35 |
| 4 | 3.25 |
| 5 | 0.35 |
| 6 | 0.66 |
| 7 | 3.80 |
| 8 | 4.23 |